Density functional theory data (the ωB97M-V functional and the def2-TZVPD basis) for the molecule C6H12O.

Cartesian coordinates (Å):
C (0.91143, 1.33666, 1.17868)
C (0.75734, -0.06222, 1.76496)
C (-0.23945, -0.94468, 0.99574)
C (0.04659, -1.21890, -0.46020)
C (-0.39557, -0.51803, -1.51236)
C (-1.12595, 0.79564, -1.49687)
O (-0.21251, -0.94266, -2.80113)
H (1.28693, 1.27985, 0.14985)
H (1.61487, 1.94025, 1.76037)
H (-0.05033, 1.86428, 1.16252)
H (1.73758, -0.55536, 1.80536)
H (0.40525, 0.01155, 2.80366)
H (-1.23971, -0.50251, 1.09582)
H (-0.29150, -1.91422, 1.50719)
H (0.61116, -2.12835, -0.67634)
H (-1.48757, 1.01326, -2.50580)
H (-0.46830, 1.61624, -1.18912)
H (-1.98219, 0.77849, -0.81152)
H (0.12194, -1.84929, -2.77082)

SMILES = CCC/C=C(\C)O
total charge = 0
HOMO = -8.43 eV
LUMO level = 0.9 eV

Density functional theory data (the ωB97M-V functional and the def2-TZVPD basis) for the molecule C3H3N3O in a non-equilibrium geometry.

Cartesian coordinates (Å):
O (-0.61478, -1.25940, 1.73526)
C (-0.13107, -0.53716, 0.87539)
C (1.12473, 0.19227, 0.80404)
N (1.45703, 0.91630, -0.21439)
N (0.61741, 1.02897, -1.29778)
C (-0.51837, 0.39609, -1.28432)
N (-0.91588, -0.38190, -0.23220)
H (1.81205, 0.12752, 1.64104)
H (-1.15328, 0.51125, -2.15936)
H (-1.67784, -0.99392, 0.13232)

SMILES = O=c1cnnc[nH]1
total charge = 0
HOMO = -10.06 eV
LUMO level = -0.2 eV

Density functional theory data (the ωB97M-V functional and the def2-TZVPD basis) for a 2-piece molecular cluster, C4H13N2O overall in a non-equilibrium geometry.

Cartesian coordinates (Å):
C (-1.70263, 0.74739, 0.45754)
C (-0.85118, 0.98375, -0.84939)
C (-0.50534, -0.28051, -1.49178)
C (0.27212, -1.30575, -1.19253)
N (0.70823, -1.56222, 0.24272)
N (-0.89583, 0.19516, 1.52155)
H (-1.90593, 1.79325, 0.74286)
H (-2.57883, 0.16775, 0.23232)
H (-1.29374, 1.77836, -1.43882)
H (0.08655, 1.46053, -0.50578)
H (-0.72715, -0.36008, -2.54809)
H (0.49203, -2.13816, -1.85107)
H (1.63849, -1.12720, 0.31380)
H (0.69153, -2.57086, 0.33576)
H (0.00266, -1.01537, 0.81601)
H (-0.12918, 0.68551, 1.95427)
H (-1.24722, -0.35875, 2.28886)
H (2.59083, 1.44765, -0.24025)
H (2.73458, 0.90155, 1.05960)
O (2.62000, 0.55800, 0.15242)

total charge = +1
HOMO = -13.49 eV
LUMO level = -3.1 eV

Density functional theory data (the ωB97M-V functional and the def2-TZVPD basis) for a 2-piece molecular cluster, H3S2 overall.

Cartesian coordinates (Å):
S (1.22721, -1.29839, -0.49766)
H (0.49298, -2.35168, -0.09342)
S (-0.40196, 1.82906, 0.23616)
H (-1.56978, 1.19806, 0.40487)
H (0.25156, 0.62295, -0.04996)

total charge = -1
HOMO = -2.96 eV
LUMO level = 3.8 eV

Density functional theory data (the ωB97M-V functional and the def2-TZVPD basis) for a 9-piece molecular cluster, C28H38O27 overall in a non-equilibrium geometry.

Cartesian coordinates (Å):
C (4.88329, 14.32637, 14.62052)
C (5.92688, 15.10201, 15.37714)
C (7.08942, 15.67815, 14.57207)
O (7.17148, 17.02872, 14.98951)
C (6.24634, 17.27849, 15.95400)
O (6.19716, 18.28488, 16.57754)
O (5.33955, 16.27422, 15.98267)
H (4.15308, 13.89585, 15.30690)
H (5.27277, 13.51761, 14.00287)
H (4.33324, 14.99234, 13.94963)
H (6.24109, 14.51890, 16.24806)
H (7.01209, 15.65699, 13.48580)
H (7.97327, 15.07576, 14.79352)
O (8.76650, 9.48316, 14.84946)
C (8.46202, 10.14750, 13.91698)
O (7.81060, 11.34602, 13.96866)
C (7.96085, 11.98570, 12.68585)
C (8.24214, 10.82318, 11.76845)
O (8.83086, 9.89031, 12.63868)
H (7.03359, 12.50893, 12.42678)
H (8.66003, 12.81776, 12.77372)
H (8.96721, 11.13590, 11.01138)
H (7.39481, 10.41661, 11.21612)
O (9.80098, 13.21071, 16.55707)
C (9.49495, 13.83354, 17.51874)
O (10.34435, 14.67802, 18.18222)
C (9.77248, 14.90484, 19.47112)
C (8.28358, 14.77257, 19.16175)
O (8.31341, 13.75782, 18.16234)
H (10.12209, 14.18517, 20.21305)
H (10.03338, 15.89616, 19.83944)
H (7.87293, 15.69628, 18.75917)
H (7.78840, 14.44941, 20.07381)
O (4.78004, 15.73849, 10.66867)
C (5.94060, 15.97440, 10.61889)
O (6.52446, 17.11123, 10.20127)
C (7.93240, 16.91685, 10.06833)
C (8.19993, 15.58008, 10.81990)
O (6.88037, 15.11765, 11.08483)
H (8.17941, 16.80493, 9.01342)
H (8.43665, 17.76221, 10.52577)
H (8.69755, 15.80737, 11.76055)
H (8.74399, 14.86907, 10.20505)
O (14.35442, 18.10498, 13.63572)
C (14.65156, 17.37589, 14.51683)
O (14.86860, 17.71854, 15.80555)
C (15.49788, 16.60742, 16.46465)
C (14.98199, 15.44422, 15.66506)
O (14.66416, 16.00858, 14.40821)
H (16.57422, 16.78707, 16.51603)
H (15.19001, 16.67120, 17.50956)
H (14.18470, 14.85062, 16.11455)
H (15.77805, 14.70013, 15.54012)
O (11.77824, 12.23158, 11.81179)
C (12.22636, 11.15413, 11.57936)
O (13.33773, 10.64948, 12.12100)
C (13.63865, 9.36234, 11.53104)
C (12.64238, 9.29076, 10.37535)
O (11.64186, 10.25997, 10.73202)
H (14.67574, 9.34918, 11.20961)
H (13.44896, 8.64811, 12.32829)
H (12.14808, 8.32295, 10.45352)
H (13.01142, 9.52394, 9.38189)
O (10.07236, 18.13095, 13.11596)
C (10.60021, 17.07148, 13.17466)
O (10.02130, 15.99953, 13.80608)
C (10.84813, 14.87339, 13.70670)
C (11.83394, 15.22703, 12.63312)
O (11.76566, 16.70147, 12.63212)
H (11.35074, 14.62758, 14.65018)
H (10.34927, 13.91643, 13.54411)
H (11.61352, 14.98672, 11.59519)
H (12.89298, 15.09296, 12.83143)
O (10.21953, 23.21077, 13.48682)
C (11.09375, 22.41088, 13.55676)
O (12.35815, 22.65993, 13.13328)
C (13.23505, 21.55186, 13.50495)
C (12.21939, 20.46604, 13.82852)
O (10.98307, 21.15196, 14.01408)
H (13.87437, 21.43898, 12.63737)
H (13.77055, 21.88356, 14.39154)
H (12.44356, 20.10243, 14.83850)
H (12.16779, 19.56222, 13.23105)
O (12.57181, 14.54226, 9.32442)
C (12.71276, 14.91932, 8.20949)
O (12.00859, 14.43522, 7.15834)
C (12.48838, 15.02664, 5.93749)
C (13.26839, 16.25558, 6.46359)
O (13.49198, 15.94695, 7.83162)
H (13.18640, 14.37876, 5.41149)
H (11.58097, 15.26362, 5.39352)
H (12.66858, 17.16307, 6.40518)
H (14.18154, 16.35817, 5.88507)

SMILES = C[C@H]1COC(=O)O1.O=C1OCCO1.O=C1OCCO1.O=C1OCCO1.O=C1OCCO1.O=C1OCCO1.O=C1OCCO1.O=C1OCCO1.O=C1OCCO1
total charge = 0
HOMO = -10.13 eV
LUMO level = 0.1 eV

Density functional theory data (the ωB97M-V functional and the def2-TZVPD basis) for C19H22AsN2NiO2S as an isolated structure in a non-equilibrium geometry.

Cartesian coordinates (Å):
Ni (-0.82391, 1.77252, 0.94036)
O (-1.00885, 1.94619, -1.16716)
N (-2.18013, 2.33372, -1.66522)
C (-2.37792, 2.27707, -3.02808)
C (-3.60136, 2.49520, -3.56039)
C (-4.68764, 2.71405, -2.69565)
C (-4.45371, 2.84211, -1.36897)
C (-3.23294, 2.53390, -0.81988)
S (-3.10491, 2.42089, 0.85842)
H (-1.43857, 2.08822, -3.56558)
H (-3.80325, 2.31403, -4.57892)
H (-5.66055, 2.94014, -3.10557)
H (-5.22954, 3.08793, -0.66761)
O (-0.13513, 2.46128, 2.67314)
N (1.13692, 2.06572, 2.95433)
C (2.11667, 2.49410, 2.12505)
C (3.41804, 2.24627, 2.43678)
C (3.77650, 1.57703, 3.63865)
C (2.66016, 1.27029, 4.55188)
C (1.40960, 1.56336, 4.17724)
H (1.84243, 3.02928, 1.25158)
H (4.11966, 2.55565, 1.69562)
H (4.82270, 1.38866, 3.97061)
H (2.83516, 0.76202, 5.50341)
H (0.53526, 1.22815, 4.74913)
C (1.79340, -0.98929, 1.68643)
As (0.34852, -0.26454, 0.60467)
C (-0.96005, -1.79015, 0.88835)
C (0.99162, -0.71267, -1.22732)
C (0.76297, -2.12359, -1.61692)
C (-0.35793, -2.46988, -2.35514)
C (-0.51953, -3.75547, -2.78068)
C (0.33913, -4.76762, -2.37596)
C (1.45820, -4.46824, -1.61908)
C (1.71265, -3.15004, -1.27843)
H (1.84245, -2.09344, 1.53062)
H (1.66980, -0.73326, 2.72389)
H (2.74883, -0.59231, 1.25406)
H (-0.56330, -2.73123, 0.50537)
H (-1.91538, -1.59238, 0.40768)
H (-1.09791, -1.91803, 1.95390)
H (2.06824, -0.50169, -1.22918)
H (0.48234, -0.04551, -1.87435)
H (-1.13116, -1.71535, -2.57265)
H (-1.39340, -4.03695, -3.33087)
H (0.09153, -5.79659, -2.63332)
H (2.14306, -5.27441, -1.28151)
H (2.55125, -2.88519, -0.68270)

multiplicity = 3
<S²> = 2.02
total charge = -1
HOMO (spin up / spin down) = -1.46 / -3.45 eV
LUMO level (spin up / spin down) = 2.8 / 2.8 eV

Result set for E: -8463.62104; -9675.80996; -9379.20738; -21720.24734; -84934.46294; -139849.48392 eV, one per record in the order listed.
Result set for energy above the lowest of the compared OMol25 structures with the same formula, charge and spin: 0.733; 1.644; 2.376; 0.026; 0.768; 0.000 eV, one per record in the order listed.